[1]
The following is a DFT calculation (ωB97M-V with the def2-TZVPD basis set) of 2 unconnected molecules or ions with the total composition C25H39N3O2Si in a non-equilibrium geometry.

As for the total charge: -2. The calculation puts the HOMO-LUMO gap at 2.3 eV.

Each line ends with the Mulliken charge.
Element x y z (Å)
C  4.06  -2.17  1.55  -1.407
C  4.82  -1.73  0.29  0.679
N  6.07  -1.96  0.20  -0.759
C  4.11  -1.05  -0.88  -1.012
C  4.24  0.50  -0.92  0.338
C  5.62  0.95  -0.60  0.075
N  6.76  1.14  -0.43  -0.614
C  3.26  1.30  0.03  0.503
C  2.32  0.46  0.80  -0.164
N  1.56  -0.13  1.45  -0.522
C  2.42  2.34  -0.73  -0.750
C  1.68  3.32  0.21  -1.092
C  0.44  3.94  -0.45  -1.104
C  -0.68  2.86  -0.64  0.548
C  -2.03  3.40  -0.17  -0.941
C  -3.22  2.61  -0.79  -0.710
C  -4.49  2.66  0.12  -1.010
C  -4.93  1.26  0.61  -0.840
Si  -3.59  0.26  1.54  0.401
C  -2.37  1.31  2.53  -0.805
C  -4.53  -0.87  2.76  -1.243
C  -2.74  -0.83  0.26  0.486
C  -3.36  -2.00  -0.17  -0.324
C  -2.72  -2.76  -1.14  -0.777
C  -1.52  -2.40  -1.70  -0.639
C  -0.89  -1.26  -1.26  -0.581
C  -1.52  -0.50  -0.30  0.987
H  3.01  -2.27  1.29  0.170
H  4.42  -3.14  1.91  0.551
H  4.18  -1.44  2.36  0.329
H  6.36  -2.41  1.06  0.302
H  4.64  -1.42  -1.76  0.399
H  3.08  -1.41  -0.98  0.299
H  4.04  0.82  -1.95  0.500
H  3.88  1.84  0.75  0.370
H  3.13  2.92  -1.34  0.570
H  1.75  1.85  -1.45  0.272
H  2.41  4.10  0.49  0.560
H  1.40  2.84  1.16  0.393
H  0.05  4.69  0.26  0.433
H  0.68  4.44  -1.40  0.309
H  -0.33  2.01  -0.05  -0.721
H  -0.68  2.62  -1.70  0.459
H  -2.11  4.44  -0.53  0.394
H  -2.09  3.44  0.93  0.430
H  -3.48  3.15  -1.71  0.440
H  -2.94  1.60  -1.09  0.444
H  -4.33  3.37  0.94  0.355
H  -5.31  3.07  -0.48  0.424
H  -5.79  1.38  1.30  0.448
H  -5.27  0.64  -0.23  0.418
H  -2.80  2.31  2.68  0.314
H  -1.40  1.40  2.04  -0.035
H  -2.24  0.91  3.55  0.434
H  -3.87  -1.40  3.46  0.330
H  -5.11  -1.60  2.18  0.300
H  -5.27  -0.30  3.35  0.330
H  -4.32  -2.35  0.22  0.172
H  -3.21  -3.66  -1.50  0.347
H  -1.01  -2.97  -2.49  0.383
H  0.06  -0.91  -1.65  0.263
H  -1.03  0.40  0.05  -0.248
O  0.55  -4.19  -2.83  -0.927
C  1.09  -5.13  -1.99  -0.739
C  1.96  -4.48  -0.84  0.967
O  2.51  -5.40  0.00  -1.013
H  1.76  -5.88  -2.47  0.287
H  0.35  -5.77  -1.45  0.191
H  1.29  -3.72  -0.35  -0.256
H  2.70  -3.81  -1.38  -0.372

[2]
The following is a DFT calculation (ωB97M-V with the def2-TZVPD basis set) of a molecular structure, C29H50AlBr3CaCl2CsF3KNO14P in a non-equilibrium geometry.

As for the total charge: +1. The calculation puts the HOMO-LUMO gap at 1.1 eV.

Each line ends with the Mulliken charge.
Element x y z (Å)
C  -3.07  -0.53  -3.78  -1.090
P  -2.85  -2.27  -3.30  0.269
O  -4.37  -2.88  -2.85  -0.550
Al  -1.36  -2.39  -1.43  0.338
C  0.24  -3.60  -2.02  -1.322
C  1.47  -3.59  -1.16  -0.560
C  2.65  -4.20  -1.92  -1.297
C  2.35  -5.14  -3.08  -0.675
O  2.26  -4.47  -4.36  -0.234
C  1.62  -5.15  -5.35  0.256
O  2.19  -5.92  -6.05  -0.384
C  -2.48  -3.14  0.12  0.707
C  -1.68  -3.87  1.32  0.286
C  -2.54  -4.73  2.20  0.621
F  -2.13  -4.80  3.46  -0.210
C  -3.70  -5.42  1.84  -0.539
F  -3.72  -6.63  1.09  -0.366
F  -4.93  -4.89  2.14  -0.176
H  -2.15  -0.02  -3.55  0.362
H  -3.20  -0.50  -4.85  0.338
H  -3.90  -0.05  -3.30  0.368
H  -4.45  -3.74  -3.29  0.323
H  -0.87  -0.89  -1.13  -0.326
H  0.56  -3.22  -3.02  0.901
H  -0.10  -4.66  -2.14  0.751
H  1.26  -4.18  -0.27  0.157
H  1.77  -2.61  -0.83  0.426
H  3.24  -3.41  -2.34  0.367
H  3.30  -4.74  -1.26  0.522
H  3.21  -5.78  -3.14  0.565
H  1.51  -5.80  -2.91  0.362
H  0.53  -4.98  -5.56  0.067
H  -3.01  -2.30  0.55  0.819
H  -3.17  -3.82  -0.32  -1.707
H  -1.27  -3.09  2.03  0.307
H  -0.77  -4.44  0.93  0.324
K  -1.03  -3.74  -3.81  0.899
C  3.04  -2.39  2.02  0.448
O  1.81  -2.82  1.77  -0.714
O  3.56  -2.87  3.21  -0.469
O  3.68  -1.67  1.31  -0.537
H  2.85  -3.42  3.57  0.310
Ca  -0.16  -2.19  1.05  0.759
C  -8.35  -2.93  2.41  -0.157
Br  -7.74  -1.13  2.13  0.012
Br  -9.78  -3.03  3.67  0.020
Br  -8.82  -3.78  0.74  -0.031
H  -7.52  -3.49  2.82  0.167
C  5.41  1.16  3.27  -0.036
O  5.69  1.63  4.57  -0.426
C  4.78  2.61  5.03  -0.282
C  3.76  2.02  5.98  -0.576
O  2.90  1.13  5.29  -0.322
C  3.19  -0.23  5.51  -0.563
H  6.06  0.31  3.07  0.273
H  4.37  0.82  3.17  0.283
H  5.61  1.94  2.53  -0.276
H  4.27  3.09  4.19  0.148
H  5.36  3.37  5.55  0.398
H  3.15  2.83  6.39  0.376
H  4.26  1.52  6.81  0.323
H  2.92  -0.53  6.53  0.380
H  4.24  -0.46  5.33  0.350
H  2.58  -0.80  4.81  -0.007
C  4.49  -3.98  -8.41  0.756
O  3.32  -4.31  -8.71  -0.651
O  4.88  -4.51  -7.16  -0.501
O  5.28  -3.30  -9.05  -0.590
H  4.02  -4.93  -6.99  0.290
Cs  -4.56  -5.54  -0.60  0.986
Cl  5.64  5.17  -1.73  -0.188
C  6.94  4.48  -0.73  -0.526
C  6.41  3.69  0.43  -0.451
Cl  5.62  4.74  1.64  -0.182
H  7.58  5.29  -0.40  0.341
H  7.52  3.82  -1.38  0.345
H  7.22  3.18  0.94  0.328
H  5.68  2.95  0.11  0.306
C  -0.09  5.38  0.54  -1.536
C  -1.32  4.56  0.90  0.529
C  -1.03  3.32  1.75  -0.917
O  -0.45  2.23  1.05  -0.170
C  0.95  2.36  0.83  -0.698
N  -2.04  4.22  -0.34  -0.548
H  0.49  4.93  -0.27  0.301
H  -0.38  6.37  0.21  0.375
H  0.57  5.50  1.40  0.370
H  -1.98  5.20  1.49  0.373
H  -1.98  2.95  2.13  0.316
H  -0.42  3.58  2.62  0.445
H  1.46  2.86  1.65  0.339
H  1.15  2.88  -0.11  0.225
H  1.36  1.35  0.74  0.144
H  -2.93  3.78  -0.09  0.196
H  -1.51  3.49  -0.81  0.278
C  -7.02  5.15  -0.39  -0.482
C  -7.64  6.10  -1.09  -0.393
C  -6.86  7.13  -1.84  0.239
O  -7.42  7.99  -2.48  -0.521
C  -5.38  7.05  -1.78  -0.454
C  -4.76  6.10  -1.08  -0.138
C  -5.54  5.07  -0.34  0.568
O  -4.98  4.20  0.30  -0.573
H  -7.56  4.39  0.16  0.415
H  -8.71  6.17  -1.15  0.411
H  -4.84  7.80  -2.33  0.438
H  -3.68  6.01  -1.02  0.453

[3]
The following is a DFT calculation (ωB97M-V with the def2-TZVPD basis set) of a single C25H34N6O molecule.

Its SMILES is CC(C)n1cc(CN2CCC(n3nccc3NC(=O)CCCc3ccccc3)CC2)cn1. As for the total charge: 0. The calculation puts the HOMO-LUMO gap at 8.5 eV. As for the energy above the lowest of the compared OMol25 structures with the same formula, charge and spin: 12.2 kcal/mol.

Each line ends with the Mulliken charge.
Element x y z (Å)
C  2.41  -3.36  -5.39  -1.577
C  1.78  -2.21  -4.61  0.521
C  0.26  -2.15  -4.82  -0.991
N  2.04  -2.38  -3.20  1.006
C  2.58  -1.48  -2.35  -0.658
C  2.55  -2.03  -1.09  1.137
C  2.99  -1.43  0.21  -1.667
N  2.02  -0.63  0.94  0.492
C  0.80  -1.29  1.34  -0.512
C  -0.33  -1.28  0.30  -0.683
C  -0.60  0.16  -0.13  0.934
N  -1.62  0.20  -1.15  0.963
N  -1.37  -0.25  -2.37  -1.008
C  -2.47  -0.07  -3.08  -0.255
C  -3.47  0.51  -2.30  -1.285
C  -2.89  0.66  -1.06  0.542
N  -3.41  1.24  0.11  0.017
C  -3.53  0.60  1.31  0.268
O  -3.19  -0.54  1.49  -0.571
C  -4.03  1.52  2.41  -1.049
C  -2.85  2.38  2.91  -0.825
C  -1.86  1.53  3.70  -0.711
C  -0.47  2.12  3.83  0.428
C  -0.21  3.47  3.64  -0.178
C  1.09  3.96  3.75  -0.705
C  2.13  3.11  4.06  -0.473
C  1.87  1.76  4.27  -0.630
C  0.58  1.28  4.16  -0.311
C  0.69  0.80  -0.64  -0.861
C  1.77  0.71  0.45  -0.292
C  1.97  -3.30  -1.29  -0.735
N  1.67  -3.48  -2.56  -0.989
H  3.49  -3.36  -5.26  0.378
H  2.18  -3.26  -6.45  0.440
H  2.01  -4.30  -5.02  0.352
H  2.23  -1.26  -4.91  0.114
H  -0.17  -1.38  -4.19  0.056
H  0.03  -1.94  -5.86  0.462
H  -0.17  -3.11  -4.54  0.366
H  2.95  -0.53  -2.70  0.425
H  3.28  -2.25  0.89  0.396
H  3.86  -0.80  0.05  0.403
H  0.44  -0.78  2.24  -0.346
H  1.04  -2.32  1.61  0.494
H  -1.23  -1.71  0.74  0.504
H  -0.05  -1.86  -0.58  0.254
H  -0.97  0.74  0.73  -0.638
H  -2.51  -0.36  -4.11  0.462
H  -4.47  0.77  -2.59  0.440
H  -3.87  2.13  -0.01  0.309
H  -4.83  2.16  2.03  0.386
H  -4.41  0.91  3.23  0.382
H  -3.24  3.19  3.53  0.517
H  -2.35  2.83  2.04  0.503
H  -1.76  0.55  3.23  0.232
H  -2.26  1.36  4.70  0.504
H  -1.01  4.16  3.40  0.375
H  1.27  5.01  3.59  0.401
H  3.14  3.49  4.14  0.395
H  2.68  1.09  4.51  0.381
H  0.39  0.23  4.33  0.370
H  1.00  0.26  -1.54  0.145
H  0.52  1.85  -0.90  0.523
H  1.44  1.31  1.31  -0.416
H  2.70  1.13  0.08  0.588
H  1.77  -4.06  -0.57  0.503

[4]
The following is a DFT calculation (ωB97M-V with the def2-TZVPD basis set) of a molecular structure, C18H21ClN2O2S2 in a non-equilibrium geometry.

As for the total charge: 0. The calculation puts the HOMO-LUMO gap at 8.4 eV. As for the energy above the lowest of the compared OMol25 structures with the same formula, charge and spin: 402.0 kcal/mol.

Each line ends with the Mulliken charge.
Element x y z (Å)
C  0.15  -3.70  -3.44  -0.824
H  0.10  -4.69  -3.15  0.399
H  -0.15  -3.58  -4.40  0.426
H  -0.75  -3.24  -2.91  0.160
S  1.52  -2.95  -3.19  -0.115
C  1.59  -1.37  -3.93  -1.291
C  0.70  -0.43  -3.29  -1.057
H  0.47  0.45  -3.62  0.773
H  -0.57  -0.94  -3.31  0.154
C  0.78  -0.31  -1.68  -0.124
N  0.17  0.64  -0.95  0.311
C  0.60  1.35  -0.08  0.356
O  1.69  1.45  0.15  -0.546
C  -0.22  2.50  0.63  0.223
C  -0.27  2.62  1.89  -0.401
C  -0.82  3.53  2.57  -0.413
C  -1.84  4.44  1.82  -0.623
C  -1.88  4.24  0.50  -0.373
C  -1.25  3.34  0.00  0.263
Cl  -1.16  3.28  -1.83  -0.244
H  -2.73  4.78  -0.04  0.279
H  -2.32  4.90  2.50  0.562
H  -0.82  3.56  3.79  0.230
H  0.76  2.01  2.47  0.167
H  -1.09  0.69  -1.17  0.505
C  0.16  -1.51  -0.85  0.066
O  -0.96  -1.80  -1.33  -0.728
N  0.85  -2.15  0.27  0.216
C  2.40  -1.78  0.36  -0.970
H  2.47  -0.64  0.62  0.215
H  2.51  -2.39  1.40  0.370
H  2.80  -2.12  -0.47  0.453
C  0.19  -2.91  1.12  -1.888
C  -0.16  -2.08  2.17  1.312
C  0.33  -2.27  3.49  -0.664
C  -0.13  -1.35  4.65  -0.794
C  -1.13  -0.41  3.83  -0.610
S  -0.91  -0.66  2.22  0.144
H  -1.43  0.44  4.28  0.525
H  0.23  -1.38  5.55  0.607
H  1.09  -2.93  3.86  0.313
H  -0.47  -3.33  0.60  0.541
H  0.84  -3.84  1.24  0.541
H  1.91  -0.20  -1.61  0.396
H  2.50  -1.11  -3.79  0.559
H  1.21  -1.40  -4.85  0.601